A 10-piece molecular cluster, C30H71N9O9 overall. Source: OMol25; level of theory: ωB97M-V/def2-TZVPD.

Each line ends with the Löwdin charge.
Positions of all 119 atoms, in Å:
C (10.5706, 12.6034, 0.5211)  -0.13
C (11.4599, 13.1088, 1.5368)  -0.28
N (12.5958, 13.7630, 0.8745)  -0.17
C (12.4936, 14.9431, -0.0925)  -0.19
C (12.0450, 16.2467, 0.5335)  -0.11
C (13.7670, 13.7684, 1.6967)  -0.33
C (13.9450, 14.8017, 2.7403)  -0.10
H (9.8575, 11.8147, 0.7609)  0.07
H (11.2125, 12.0073, -0.1275)  0.08
H (9.9910, 13.3312, -0.0467)  0.08
H (10.8112, 13.8477, 2.0071)  0.11
H (11.8508, 12.3781, 2.2449)  0.13
H (13.4722, 15.1224, -0.5377)  0.11
H (11.7831, 14.7595, -0.8985)  0.10
H (11.0459, 16.5442, 0.2149)  0.06
H (11.9587, 16.1905, 1.6187)  0.06
H (12.7374, 17.0149, 0.1895)  0.07
H (14.5156, 13.9531, 0.9262)  0.10
H (14.1739, 12.8497, 2.1193)  0.11
H (14.1600, 15.7114, 2.1798)  0.06
H (14.8958, 14.6887, 3.2611)  0.08
H (13.0024, 14.8576, 3.2848)  0.08
C (-0.5711, 12.0568, 7.6172)  -0.12
C (0.4957, 11.6519, 8.5746)  -0.28
N (0.7435, 12.5446, 9.7354)  -0.16
C (1.8168, 11.8830, 10.4595)  -0.29
C (2.3506, 12.8242, 11.5375)  -0.10
C (-0.3960, 13.0254, 10.6049)  -0.23
C (-0.7988, 14.4662, 10.2989)  -0.08
H (-0.5788, 11.4874, 6.6878)  0.08
H (-0.5536, 13.0936, 7.2815)  0.07
H (-1.5505, 12.0383, 8.0953)  0.07
H (0.1398, 10.6574, 8.8440)  0.11
H (1.4052, 11.4938, 7.9951)  0.11
H (1.5704, 10.9540, 10.9736)  0.11
H (2.5861, 11.5545, 9.7606)  0.11
H (1.5619, 13.0900, 12.2414)  0.05
H (3.1246, 12.3509, 12.1417)  0.07
H (2.5914, 13.8460, 11.2441)  0.07
H (-0.5453, 12.6712, 11.6249)  0.12
H (-1.1342, 12.4098, 10.0910)  0.08
H (-1.8399, 14.7562, 10.4404)  0.07
H (-0.6609, 14.6518, 9.2337)  0.06
H (-0.0207, 15.1645, 10.6071)  0.07
O (13.5348, 2.9001, 2.6001)  0.08
C (12.4527, 3.2601, 3.0887)  -0.47
C (11.1954, 3.6378, 2.3573)  -0.04
C (10.5122, 4.4273, 3.4743)  -0.15
C (11.2435, 4.0254, 4.7021)  -0.28
O (12.3198, 3.4056, 4.3637)  0.10
H (11.3447, 4.1941, 1.4319)  0.13
H (10.6499, 2.7184, 2.1445)  0.13
H (10.7539, 5.4840, 3.3603)  0.12
H (9.4353, 4.4455, 3.6418)  0.12
H (11.4229, 4.7623, 5.4850)  0.15
H (10.5322, 3.3315, 5.1500)  0.13
C (9.5910, 10.2734, 9.5566)  0.00
C (10.9786, 10.3257, 8.9493)  -0.65
N (11.5616, 11.4098, 8.5443)  0.16
O (11.6980, 9.3652, 9.0173)  0.02
H (9.5851, 10.5004, 10.6227)  0.08
H (8.9451, 9.4317, 9.3069)  0.08
H (9.0051, 11.1377, 9.2438)  0.06
H (11.1206, 12.3181, 8.5227)  0.12
H (12.5121, 11.2400, 8.2479)  0.12
C (16.5579, 16.9570, 10.3637)  0.00
C (15.2708, 16.2335, 10.7760)  -0.70
N (15.2293, 15.5403, 11.8448)  0.17
O (14.3037, 16.3833, 10.0862)  0.04
H (16.3943, 17.5189, 9.4441)  0.08
H (17.0463, 16.0435, 10.0246)  0.08
H (17.0004, 17.5297, 11.1788)  0.08
H (14.3328, 15.1669, 12.1224)  0.13
H (16.1248, 15.3214, 12.2574)  0.12
C (9.4873, 4.3934, 12.7368)  -0.01
C (8.8598, 5.7273, 13.1441)  -0.60
N (9.5618, 6.5038, 13.9741)  0.14
O (7.7496, 6.1056, 12.8312)  0.03
H (10.0405, 4.0024, 13.5908)  0.06
H (10.2268, 4.4072, 11.9362)  0.08
H (8.7376, 3.6021, 12.7450)  0.08
H (10.5684, 6.4661, 14.0467)  0.10
H (9.1710, 7.2815, 14.4865)  0.11
C (4.4757, 3.8395, 8.0788)  -0.01
C (5.2305, 2.5936, 7.9108)  -0.69
N (5.3508, 2.0349, 6.6934)  0.15
O (5.7535, 2.0563, 8.8124)  0.08
H (4.1982, 3.9838, 9.1229)  0.09
H (3.5804, 3.9848, 7.4742)  0.08
H (5.1215, 4.6605, 7.7672)  0.09
H (5.9171, 1.2415, 6.4291)  0.12
H (4.7583, 2.6363, 6.1388)  0.09
C (12.2196, 11.5287, 17.2573)  -0.01
C (11.1956, 12.4764, 16.5991)  -0.55
N (10.1344, 12.0172, 15.9398)  0.14
O (11.4448, 13.7291, 16.5464)  -0.03
H (12.2373, 10.5843, 16.7133)  0.08
H (12.0627, 11.4349, 18.3319)  0.08
H (13.1822, 12.0378, 17.3044)  0.08
H (9.6810, 11.2713, 16.4477)  0.10
H (9.4796, 12.7518, 15.7124)  0.11
C (8.0927, 17.3191, 8.9097)  -0.01
C (9.0283, 17.0750, 7.6974)  -0.66
N (9.4548, 18.1126, 7.0258)  0.17
O (9.1414, 15.9323, 7.3922)  0.05
H (8.0726, 16.3963, 9.4894)  0.08
H (7.0697, 17.5712, 8.6303)  0.08
H (8.5199, 18.1383, 9.4881)  0.06
H (10.1152, 17.8460, 6.3096)  0.12
H (9.6237, 18.9410, 7.5783)  0.11
C (16.0822, 4.6885, 12.0904)  -0.01
C (15.7932, 5.0802, 13.5452)  -0.59
N (16.2605, 4.3175, 14.5034)  0.14
O (15.2783, 6.1537, 13.9112)  -0.01
H (15.5284, 5.1904, 11.2970)  0.08
H (15.7752, 3.6705, 11.8504)  0.07
H (17.1418, 4.8515, 11.8934)  0.08
H (16.8206, 3.4967, 14.3229)  0.11
H (16.0927, 4.5873, 15.4621)  0.12

The SMILES is CCN(CC)CC.CCN(CC)CC.O=C1CCCO1.CC(N)=O.CC(N)=O.CC(N)=O.CC(N)=O.CC(N)=O.CC(N)=O.CC(N)=O. The total energy comes out at -2355.49285 Ha. For the energy above the lowest of the compared OMol25 structures with the same formula, charge and spin, the calculation gives 0.0 kcal per mole. Its total charge is 0. The orbital gap is 8.16 eV.

=====

C3H4F5NO5S2 as an isolated structure. Source: OMol25; level of theory: ωB97M-V/def2-TZVPD.

Each line ends with the natural charge from an NBO analysis.
Positions of all 20 atoms, in Å:
N (-0.8883, -0.7710, -0.7362)  -1.22
S (0.0413, -0.0674, -1.8533)  2.20
O (1.4808, -0.2555, -1.6416)  -0.93
O (-0.4471, -0.2624, -3.2236)  -0.90
C (-0.2962, 1.6753, -1.3696)  0.42
F (-1.5346, 2.0136, -1.7041)  -0.31
F (0.5371, 2.4564, -2.0487)  -0.31
S (-1.0834, -2.3520, -0.6890)  2.21
O (-0.5742, -3.0662, -1.8622)  -0.94
O (-2.4285, -2.6595, -0.2084)  -0.94
C (0.0122, -2.9351, 0.7084)  0.73
F (1.2862, -2.7299, 0.4175)  -0.31
F (-0.2907, -2.2967, 1.8273)  -0.32
F (-0.1875, -4.2346, 0.8823)  -0.32
H (-0.1280, 2.1795, 0.2068)  0.36
O (-0.1425, 2.7028, 1.4176)  -0.66
C (0.9482, 2.6675, 2.2649)  -0.24
H (1.5294, 3.6056, 2.2598)  0.14
H (0.5557, 2.5209, 3.2894)  0.17
H (1.6103, 1.8086, 2.0629)  0.18

The expectation value of S² is 0.7647. The total energy comes out at -1843.30373 Ha. The multiplicity is 2. Its total charge is -1. The orbital gap (spin up / spin down) is 9.98 / 6.92 eV.

=====

C12H25InO2PS as an isolated structure. Source: OMol25; level of theory: ωB97M-V/def2-TZVPD.

Each line ends with the Löwdin charge.
Positions of all 42 atoms, in Å:
C (3.2495, 0.1325, 0.6465)  -0.02
C (2.2680, 0.3511, -0.2203)  -0.24
C (0.9069, 0.4404, -1.1101)  -0.32
In (-0.7336, -0.7444, -0.0201)  0.38
C (-0.9018, -2.7819, -0.9707)  -0.32
P (-2.9270, 0.5247, 0.1867)  0.06
S (-3.9303, 0.4207, -1.4996)  -0.11
H (3.8233, -0.2269, 1.5860)  0.02
H (0.6070, 1.5447, -1.2389)  0.02
H (1.1070, -0.0355, -2.1411)  0.03
H (-0.1112, -0.9533, 1.6797)  -0.11
H (0.1715, -3.1637, -1.2269)  -0.02
H (-1.3884, -3.5825, -0.2736)  -0.02
H (-1.5290, -2.7735, -1.9535)  -0.02
H (-3.7076, -0.1374, 1.2271)  -0.10
H (-2.7103, 1.8698, 0.6594)  -0.10
C (4.9747, -4.4063, 2.8645)  -0.19
C (3.9445, -4.0588, 3.9132)  -0.19
C (2.9638, -3.2148, 3.1241)  -0.20
O (2.9982, -3.6927, 1.7732)  -0.13
C (4.1186, -4.5736, 1.6254)  -0.21
H (5.5604, -5.2971, 3.1015)  0.11
H (5.6660, -3.5670, 2.7306)  0.11
H (3.4522, -4.9715, 4.2665)  0.11
H (4.3567, -3.5363, 4.7790)  0.11
H (3.2633, -2.1615, 3.1143)  0.10
H (1.9447, -3.2832, 3.5120)  0.12
H (3.7323, -5.5960, 1.5452)  0.11
H (4.6580, -4.3318, 0.7065)  0.12
C (-4.1152, 4.3072, -3.2548)  -0.18
C (-4.0739, 5.6602, -2.5827)  -0.19
C (-3.2904, 5.3613, -1.3201)  -0.21
O (-2.3877, 4.2939, -1.6346)  -0.15
C (-2.7545, 3.7408, -2.9069)  -0.22
H (-4.2939, 4.3562, -4.3310)  0.11
H (-4.9020, 3.6926, -2.8042)  0.11
H (-3.5190, 6.3683, -3.2081)  0.11
H (-5.0609, 6.0824, -2.3822)  0.11
H (-3.9491, 5.0167, -0.5156)  0.12
H (-2.7261, 6.2265, -0.9620)  0.11
H (-1.9974, 4.0498, -3.6368)  0.11
H (-2.7571, 2.6500, -2.8475)  0.06

The total energy comes out at -1552.22312 Ha. For the energy above the lowest of the compared OMol25 structures with the same formula, charge and spin, the calculation gives 26.7 kcal per mole. Its total charge is -1. The orbital gap is 7.08 eV.

=====

C2H3ClN3O as an isolated structure. Source: OMol25; level of theory: ωB97M-V/def2-TZVPD.

Each line ends with the natural charge from an NBO analysis.
Positions of all 10 atoms, in Å:
C (-0.2521, 1.0389, -0.5474)  0.00
C (0.0371, 0.1459, 0.4993)  -0.40
N (-1.1618, 0.6442, -1.3865)  -0.34
N (-0.8690, -0.8900, 0.3106)  0.26
N (-1.6864, -0.7901, -0.6746)  -0.14
O (-0.9999, -1.7470, 1.2418)  -0.57
Cl (2.7993, -0.4408, -0.0568)  -0.57
H (0.3369, 1.9039, -0.7910)  0.20
H (1.3070, -0.2823, -0.0242)  0.31
H (0.4887, 0.4172, 1.4287)  0.25

The total energy comes out at -777.64075 Ha. For the energy above the lowest of the compared OMol25 structures with the same formula, charge and spin, the calculation gives 54.2 kcal per mole. Its total charge is -1. The orbital gap (spin up / spin down) is 8.75 / 8.75 eV.